This record from the Open Molecules 2025 dataset describes a structure of composition C38H41GeNO2PtS2Sb2. The level of theory is ωB97M-V/def2-TZVPD.

Each line ends with the Mulliken charge.
Atoms and positions in Å:
Pt1 -0.5478 -0.6858 0.3590  1.2133
Sb1 -0.5319 -3.3965 0.0009  1.4383
Sb2 1.5162 -0.3583 -1.2164  0.3980
Ge1 -1.6225 1.0953 3.0972  1.6917
S1 -0.8809 3.4964 1.0945  1.1780
S2 -1.6787 0.4129 -1.4748  -0.3837
O1 -1.4019 3.2646 2.4482  -0.8026
O2 0.3378 4.2275 0.9922  -0.6470
N1 -0.7763 1.9932 0.3938  -0.4489
C1 -3.4132 -2.3100 -3.0422  -0.6263
C2 3.0098 -4.0373 3.3326  -0.8237
C3 2.4633 -2.7625 3.2319  -0.4609
C4 1.2581 4.0771 -3.1983  -0.6622
C5 -3.8322 5.4704 -0.8800  -0.6300
C6 1.8031 3.9027 -1.9321  -0.6616
C7 0.6350 -4.0148 -1.6942  -1.5133
C8 -3.3661 3.3074 -1.8750  -0.7030
C9 -2.8417 5.2862 0.0805  -0.8775
C10 1.4583 -2.4903 2.3123  -0.6315
C11 1.8636 -3.2115 -2.1232  -0.3604
C12 -1.5646 1.9035 -0.6387  0.6714
C13 -2.2561 -2.6834 -2.3605  -0.3798
C14 4.4218 0.4461 -1.0494  -0.7166
C15 0.3326 1.1502 3.1513  -1.3682
C16 0.8122 2.9821 -3.9294  -0.6516
C17 1.5660 -1.8325 -2.7288  -1.2401
C18 1.5702 -4.8117 1.5671  -1.0059
C19 1.0461 -3.5222 1.4748  1.1763
C20 -1.6572 -0.8854 2.0970  -1.7180
C21 3.9257 -1.4690 0.3519  0.1491
C22 -2.3869 3.1179 -0.9222  0.1794
C23 5.2633 -1.5370 0.7249  -0.8588
C24 -4.0901 4.4978 -1.8432  -0.7278
C25 -2.3365 -2.7698 -0.9871  0.8331
C26 3.5053 -0.4709 -0.5314  0.9423
C27 -1.9729 1.3242 4.9842  -1.3250
C28 2.5733 -5.0551 2.4963  -0.6368
C29 -3.4029 1.3715 2.3167  -1.5405
C30 -3.5028 -2.5664 -0.2618  -0.6324
C31 1.8973 2.6276 -1.3858  -0.5838
C32 -4.6362 -2.1838 -0.9645  -0.6105
C33 0.9058 1.7041 -3.3948  -0.8266
C34 -4.5895 -2.0520 -2.3504  -0.7376
C35 1.4573 1.5291 -2.1246  0.8153
C36 6.1743 -0.6152 0.2231  -0.6679
C37 5.7568 0.3644 -0.6683  -0.7595
C38 -2.1370 4.1023 0.0248  0.4311
H1 -3.3716 1.3929 1.2252  0.3178
H2 2.1407 4.7573 -1.3575  0.4419
H3 0.3888 3.1231 -4.9167  0.4744
H4 -2.9961 1.0464 5.2423  0.4023
H5 -3.5445 -2.7108 0.8071  0.5400
H6 -0.0701 -4.1179 -2.5173  0.7930
H7 -1.2754 0.7390 5.5863  0.3778
H8 -4.8766 4.6658 -2.5699  0.4597
H9 2.3687 -3.8067 -2.8864  0.5686
H10 0.9390 -5.0256 -1.4073  0.5945
H11 7.2144 -0.6627 0.5244  0.4105
H12 -2.6416 6.0379 0.8376  0.5551
H13 -4.4208 6.3801 -0.8652  0.4600
H14 2.3066 2.5053 -0.3878  0.5396
H15 1.1845 5.0720 -3.6217  0.4297
H16 5.5909 -2.3092 1.4118  0.4760
H17 -4.0597 0.5738 2.6591  0.5364
H18 -1.2776 -1.4856 2.9362  0.5311
H19 -3.5698 2.5465 -2.6221  0.5289
H20 3.2279 -2.1977 0.7504  0.0717
H21 0.6271 -1.8101 -3.2856  0.6852
H22 2.3657 -1.5251 -3.4020  0.6360
H23 0.5601 0.8566 -3.9730  0.4081
H24 -3.7220 2.3327 2.7201  0.4315
H25 2.8216 -1.9612 3.8679  0.5153
H26 1.2317 -5.6145 0.9251  0.3898
H27 6.4688 1.0742 -1.0715  0.4409
H28 1.0633 -1.5011 2.2412  0.2328
H29 -5.5624 -2.0096 -0.4282  0.4766
H30 0.6530 0.3654 3.8399  0.4570
H31 4.1149 1.2101 -1.7509  0.4105
H32 2.9972 -6.0500 2.5721  0.4526
H33 -5.4790 -1.7618 -2.8960  0.4650
H34 0.5967 2.1281 3.5606  0.5163
H35 -1.3448 -2.8755 -2.9095  -0.0932
H36 -1.8258 2.3849 5.2089  0.4102
H37 3.7770 -4.2397 4.0717  0.4574
H38 0.7940 1.0275 2.1752  0.1970
H39 -3.3836 -2.2344 -4.1224  0.4707
H40 -2.7120 -1.1133 1.9443  0.5888
H41 2.5738 -3.1400 -1.2946  0.0455

Forces on atoms 1 to 3 (eV/Å):
-0.228 -0.332 -0.248
1.369 3.191 -0.519
-0.379 0.226 -0.288

HOMO	-12.82	eV
charge	+2
LUMO level	-7.9492	eV

***

This record from the Open Molecules 2025 dataset describes a cluster of 2 separate species, CH4BrOP in total. The level of theory is ωB97M-V/def2-TZVPD.

Each line ends with the natural charge from an NBO analysis.
Atoms and positions in Å:
Br1 -2.2300 -0.5330 -0.4232  0.0523
P1 1.2355 -1.6428 -0.0138  0.0240
O1 -0.4844 1.4830 0.2443  -0.6655
C1 -0.6923 0.4862 -0.5966  0.0104
H1 -0.3758 0.7608 -1.5974  0.1899
H2 1.0922 -1.1595 1.3734  -0.0486
H3 2.0262 -0.5422 -0.1448  -0.0541
H4 -0.5715 1.1474 1.1581  0.4916

Forces on atoms 1 to 3 (eV/Å):
-0.915 -0.296 -0.003
-1.338 0.616 1.062
0.104 0.244 1.334

HOMO (alpha / beta)	-8.04 / -8.32	eV
LUMO level (alpha / beta)	-0.7782 / -0.0184	eV

***

This record from the Open Molecules 2025 dataset describes a cluster of 10 separate species, C26H66N8O14 in total. The level of theory is ωB97M-V/def2-TZVPD.

Each line ends with the Mulliken charge.
Atoms and positions in Å:
O1 8.9727 15.8232 12.7570  -0.4581
O2 15.0142 12.1834 15.1051  -0.7637
O3 14.4031 12.9940 16.8549  -0.4549
O4 9.1092 6.7101 16.4282  -0.3082
O5 15.8118 16.6598 19.5781  -0.5520
O6 19.7839 12.8738 19.3517  -0.7594
O7 19.2556 5.8455 15.9295  -0.3661
O8 12.7960 12.2683 15.4424  -0.8205
O9 15.2590 17.6213 12.5065  -0.4304
O10 18.8420 11.1934 20.4675  -0.4740
O11 21.2274 13.4753 14.3881  -0.3620
O12 18.7370 11.3116 18.2993  -0.7479
O13 15.3828 10.0622 8.5727  -0.3993
O14 7.7208 15.0586 18.6810  -0.4567
N1 14.9623 19.1197 14.1825  -0.0903
N2 13.1759 9.3700 7.9410  -0.2270
N3 10.1567 5.4133 14.6978  -0.1514
N4 9.7930 15.9605 19.3457  -0.0664
N5 17.0746 6.2901 14.9957  -0.1010
N6 17.7975 16.2072 20.9194  -0.1734
N7 6.8913 15.4074 13.8237  -0.1481
N8 19.7034 14.5825 15.7473  -0.0695
C1 13.9961 12.4433 15.6884  0.6853
C2 13.5532 8.0267 7.2232  -0.7020
C3 9.8772 6.7064 15.5569  0.6516
C4 13.8204 9.9395 10.4019  -1.1220
C5 10.5879 4.2174 15.5653  -0.8240
C6 8.8882 14.7647 19.0398  0.5472
C7 9.4186 13.3422 19.1677  -1.0436
C8 18.8842 5.1191 13.6167  -1.0774
C9 18.5369 5.8168 14.9230  0.5063
C10 13.9451 18.3406 15.0434  -1.0290
C11 10.6612 7.9772 15.1284  -1.1414
C12 18.6196 14.9174 14.6320  -0.7675
C13 14.9418 18.7538 12.7186  0.4741
C14 16.8654 7.7385 14.6511  -0.8863
C15 19.1828 11.7954 19.3540  0.7374
C16 14.6200 19.7605 11.7056  -0.8575
C17 8.4399 13.5300 13.4152  -1.0171
C18 16.4262 15.9164 20.3504  0.6153
C19 6.9676 16.6940 14.7130  -0.7500
C20 15.8030 14.7896 21.0146  -0.9478
C21 17.8074 17.4907 21.8127  -0.7230
C22 14.2853 9.6973 8.9865  0.6536
C23 21.0909 14.2972 15.1988  0.6188
C24 11.0131 15.8549 18.4096  -0.9641
C25 22.1592 15.1624 15.7366  -1.1560
C26 8.1932 15.0203 13.3033  0.5879
H1 13.6546 19.6080 11.2230  0.3165
H2 14.4885 10.4921 11.0625  0.3858
H3 18.5231 16.3192 20.2258  0.3359
H4 16.4231 5.7452 14.4491  0.3775
H5 12.2891 9.3355 8.4233  0.3717
H6 18.2915 15.5078 21.4551  0.4332
H7 6.4414 14.7475 14.4420  0.3998
H8 16.8619 6.0252 15.9469  0.3852
H9 10.6080 3.2248 15.1153  0.3763
H10 15.2271 12.6323 16.5206  0.3589
H11 10.3259 12.9918 18.6756  0.4136
H12 17.6866 15.2206 15.1072  0.3197
H13 12.9110 18.5897 14.8056  0.3689
H14 19.8533 15.4330 16.2711  0.3642
H15 9.5199 13.4233 13.3139  0.3202
H16 13.6009 8.9733 10.8563  0.2971
H17 14.2385 17.3198 15.2884  0.3891
H18 13.0152 10.1696 7.3452  0.3465
H19 11.6234 16.6830 18.7700  0.4230
H20 15.4868 19.8926 11.0580  0.3149
H21 17.5208 8.4515 15.1513  0.4068
H22 10.9087 5.4953 14.0285  0.3485
H23 14.2860 8.2548 6.4492  0.3411
H24 14.3911 20.6838 12.2378  0.3274
H25 15.8540 8.0474 14.9152  0.3372
H26 17.7459 18.3813 21.1873  0.3256
H27 7.5726 16.3763 15.5622  0.2600
H28 19.0370 15.7491 14.0645  0.3583
H29 11.5959 4.2656 15.9771  0.3352
H30 10.8409 8.0336 14.0548  0.3406
H31 11.4996 14.9256 18.7060  0.4423
H32 14.7635 14.5790 20.7634  0.2436
H33 14.0834 18.9050 15.9656  0.4489
H34 18.6916 17.4577 22.4493  0.3776
H35 22.1607 15.3605 16.8085  0.3857
H36 13.9153 7.3657 8.0106  0.3252
H37 8.1566 13.2447 14.4283  0.3311
H38 18.5944 5.5396 12.6538  0.3770
H39 8.6729 12.7420 18.6464  0.3319
H40 12.8441 10.4171 10.3197  0.3513
H41 9.5095 13.0210 20.2054  0.3493
H42 19.4553 13.8619 16.4100  0.2333
H43 9.9375 4.2302 16.4399  0.3610
H44 7.8861 12.8058 12.8178  0.3580
H45 7.4512 17.4779 14.1301  0.3545
H46 16.9177 7.7993 13.5641  0.3328
H47 18.3934 10.5711 19.8903  0.3036
H48 9.3044 5.2810 14.1724  0.3524
H49 14.8530 20.1156 14.3109  0.4217
H50 15.7517 14.8487 22.1018  0.3962
H51 12.6173 7.8288 6.7008  0.3772
H52 18.4227 4.1338 13.5518  0.3701
H53 6.2026 15.5838 13.1063  0.3774
H54 23.1507 14.7344 15.5889  0.3422
H55 16.9183 17.4055 22.4374  0.3349
H56 10.8193 15.9932 17.3459  0.2663
H57 11.6735 8.0853 15.5179  0.3392
H58 22.0935 16.1197 15.2196  0.3497
H59 18.4667 14.0314 14.0158  0.3491
H60 10.0538 15.9498 20.3214  0.3911
H61 5.9412 16.9166 15.0045  0.3840
H62 9.2630 16.8154 19.2549  0.3613
H63 16.3400 13.8550 20.8521  0.3122
H64 19.9677 5.0313 13.5366  0.3358
H65 15.8549 18.8453 14.5673  0.3452
H66 10.0975 8.8337 15.4984  0.3196

Forces on atoms 1 to 3 (eV/Å):
-3.516 -2.389 2.675
3.310 -2.391 -5.117
-1.726 1.267 2.716

HOMO	-15.97	eV
charge	+6
LUMO level	-11.6311	eV

***

Record order is preserved below.
Max |F|: 0.0683 0.0389 0.1273 Eh/bohr
Record order is preserved below.
Energy relative to the best compared isomer or geometry (same formula, charge and spin): 98.1 65.2 124.2 kcal/mol